[1]
45
Properties=species:S:1:pos:R:3:nbo_charge:R:1 method="wB97M-V/def2-TZVPD" de_lowest_kcal_mol=0.0 homo_ev=-10.745 lumo_ev=-0.89 gap_ev=9.9
O -6.236 0.866 0.270 -0.58
C -5.548 0.413 1.165 0.97
O -4.549 0.992 1.790 -0.47
C -3.913 0.092 2.665 -0.14
C -4.642 -1.185 2.469 0.44
F -5.216 -1.621 3.528 -0.30
O -5.661 -0.822 1.566 -0.48
H -2.839 0.055 2.487 0.21
H -4.069 0.421 3.693 0.21
H -3.961 -1.888 1.989 0.14
O 4.926 0.147 3.923 -0.58
C 4.499 -0.087 2.772 0.96
O 3.545 -0.984 2.561 -0.48
C 3.093 -0.837 1.178 -0.11
C 4.384 -0.300 0.589 0.45
F 4.008 0.283 -0.529 -0.31
O 4.871 0.527 1.587 -0.49
H 2.701 -1.764 0.760 0.22
H 2.308 -0.080 1.155 0.20
H 5.015 -1.152 0.336 0.14
O 0.513 -0.833 -0.614 -0.58
C -0.390 -1.642 -0.542 0.99
O -0.475 -2.576 0.418 -0.49
C -1.559 -3.451 0.302 -0.12
C -2.236 -2.875 -0.898 0.43
F -3.385 -2.264 -0.405 -0.35
O -1.353 -1.954 -1.411 -0.47
H -1.153 -4.455 0.184 0.21
H -2.237 -3.502 1.154 0.21
H -2.472 -3.550 -1.721 0.19
O 2.813 -0.288 -3.032 -0.59
C 2.518 0.915 -3.330 0.97
O 2.480 1.861 -2.472 -0.46
C 1.678 2.908 -2.942 -0.13
C 1.981 2.784 -4.412 0.43
F 3.130 3.391 -4.682 -0.33
O 2.127 1.404 -4.578 -0.49
H 0.647 2.693 -2.658 0.20
H 2.044 3.860 -2.557 0.23
H 1.170 3.135 -5.049 0.17
Br -0.339 1.069 2.081 0.07
C 0.297 2.190 0.586 -0.45
Br 2.074 3.009 0.930 0.10
Br -0.977 3.619 -0.075 0.06
H 0.391 1.477 -0.232 0.23

[2]
31
Properties=species:S:1:pos:R:3:nbo_charge:R:1 method="wB97M-V/def2-TZVPD" de_lowest_kcal_mol=0.0 homo_ev=-8.409 lumo_ev=0.54 gap_ev=9.0
C -3.677 -0.253 2.515 -0.62
C -2.278 -0.075 2.008 -0.04
C -1.672 -1.017 1.192 -0.19
C -0.369 -0.863 0.747 -0.30
C 0.372 0.251 1.115 0.34
O 1.664 0.510 0.780 -0.50
C 2.351 -0.386 -0.059 -0.08
C 1.933 -0.224 -1.524 -0.58
S 1.911 -1.821 -2.413 0.27
C 0.236 -1.925 -2.900 0.26
N -0.589 -0.934 -2.589 -0.50
C -1.840 -1.049 -2.998 0.10
C -2.282 -2.148 -3.719 -0.33
C -1.332 -3.131 -3.976 0.09
N -0.082 -3.026 -3.571 -0.46
C -0.249 1.204 1.927 -0.14
Br 0.756 2.737 2.422 0.06
C -1.544 1.050 2.371 -0.21
H -4.263 0.649 2.351 0.22
H -4.166 -1.087 2.018 0.21
H -3.663 -0.452 3.586 0.22
H -2.222 -1.897 0.892 0.21
H 0.056 -1.624 0.112 0.22
H 3.406 -0.134 0.071 0.20
H 2.203 -1.420 0.274 0.18
H 2.610 0.438 -2.059 0.23
H 0.914 0.160 -1.593 0.28
H -2.494 -0.229 -2.732 0.20
H -3.300 -2.236 -4.057 0.23
H -1.572 -4.033 -4.523 0.20
H -1.985 1.807 3.002 0.22

[3]
30
Properties=species:S:1:pos:R:3:nbo_charge:R:1 method="wB97M-V/def2-TZVPD" homo_ev=-12.102 lumo_ev=-2.68 total_charge=+1 gap_ev=9.4
Cu 5.059 6.735 7.302 0.76
N 5.691 6.764 11.361 -0.50
C 4.992 7.000 10.217 0.27
N 5.619 6.631 9.117 -0.63
C 6.825 6.099 9.600 0.15
C 7.891 5.578 8.938 -0.24
C 8.969 5.013 9.588 -0.19
C 8.933 4.998 10.970 -0.18
C 7.906 5.558 11.700 -0.22
C 6.871 6.155 11.001 0.09
H 5.429 6.910 12.323 0.44
H 4.002 7.493 10.344 0.23
H 7.874 5.564 7.859 0.22
H 9.841 4.579 9.072 0.24
H 9.746 4.683 11.536 0.22
H 8.003 5.654 12.812 0.24
N 4.895 6.571 5.336 -0.89
C 6.170 5.991 4.930 0.11
C 7.284 6.768 5.206 -0.27
C 8.560 6.277 5.060 -0.17
C 8.713 4.943 4.587 -0.21
C 7.594 4.240 4.285 -0.17
C 6.307 4.719 4.566 -0.25
H 4.711 7.463 4.902 0.41
H 4.116 6.020 5.004 0.41
H 7.181 7.821 5.468 0.22
H 9.382 6.910 5.331 0.23
H 9.703 4.633 4.334 0.23
H 7.691 3.206 3.912 0.23
H 5.459 4.076 4.318 0.23

[4]
34
Properties=species:S:1:pos:R:3:nbo_charge:R:1 method="wB97M-V/def2-TZVPD" homo_ev="-17.350 / -17.350" lumo_ev="-12.59 / -12.59" total_charge=+3 gap_ev="4.8 / 4.8"
W -1.010 -15.943 -2.005 0.03
C -1.806 -16.599 -4.144 -0.21
C -2.858 -16.627 -3.201 -0.25
C -2.577 -17.649 -2.235 -0.24
C -1.418 -18.258 -2.612 -0.18
C -0.813 -17.584 -3.736 -0.24
H -1.800 -16.004 -5.035 0.31
H -3.711 -15.968 -3.250 0.30
H -3.241 -18.029 -1.489 0.31
H -0.950 -19.092 -2.084 0.30
H 0.240 -17.765 -4.186 0.33
Se -1.335 -13.421 -2.694 -0.02
Te 0.936 -14.359 -2.826 0.74
Te 1.183 -14.860 -0.155 0.61
Se 0.405 -17.236 -0.565 0.29
C -5.603 -14.305 -1.151 -0.42
N -4.497 -13.425 -0.775 -0.33
C -3.351 -13.769 -0.146 0.27
Se -2.683 -15.577 -0.017 0.19
N -2.998 -12.782 0.668 -0.50
C -3.838 -11.673 0.494 0.15
C -3.839 -10.416 1.101 -0.22
C -4.775 -9.530 0.629 -0.15
C -5.698 -9.922 -0.336 -0.15
C -5.751 -11.183 -0.855 -0.21
C -4.764 -12.054 -0.412 0.09
H -5.306 -15.325 -0.737 0.23
H -5.842 -14.307 -2.193 0.24
H -6.435 -13.937 -0.566 0.25
H -2.163 -12.713 1.248 0.45
H -3.131 -10.156 1.875 0.25
H -4.906 -8.522 1.059 0.27
H -6.525 -9.246 -0.623 0.26
H -6.591 -11.513 -1.416 0.25

no.,M (u)
1,676.94
2,325.23
3,274.81
4,873.18